C34H56F7N3O5 | ωB97M-V with the def2-TZVPD basis set

```
105
Properties=species:S:1:pos:R:3:forces:R:3
C 5.209 -3.319 2.094 0.1724 0.8674 -0.1872
C 4.272 -2.143 1.773 -0.2991 -0.1897 -0.0676
C 3.247 -2.462 0.653 0.1977 -0.2769 0.6890
C 1.777 -2.305 1.089 0.4169 0.0863 0.3561
C 1.024 -1.103 0.487 0.2925 -0.5207 -0.9124
C 0.817 -1.376 -0.949 -1.0605 -0.0374 -2.7910
N 0.587 -1.493 -2.091 0.7015 0.1498 2.6912
C 1.916 0.157 0.525 2.0810 -0.3575 0.2808
C 1.200 1.358 0.066 -2.0140 1.6105 -0.4722
N 0.505 2.248 -0.231 1.7809 -1.7439 0.4741
N 2.463 0.394 1.861 -2.1634 1.3634 0.1171
C 3.158 1.460 2.011 0.5617 -0.2960 -0.0031
C 4.376 1.821 1.189 -0.6015 0.9165 -0.2355
C 2.725 2.438 3.058 0.9782 -0.8722 0.9424
C -0.356 -0.880 1.140 0.0926 -0.6316 0.2931
F -0.218 -0.188 2.275 0.0022 0.2447 0.2936
F -1.184 -0.196 0.330 -0.0669 0.2740 -0.3464
C -1.122 -2.180 1.506 -1.1037 0.7943 -0.0883
F -0.670 -2.701 2.648 0.4695 -0.2323 0.1234
F -1.053 -3.078 0.515 0.3088 -0.3228 -0.1577
C -2.654 -1.915 1.727 0.0549 -1.1301 0.5762
F -3.119 -2.973 2.419 -0.0493 -0.0214 -0.0044
F -3.325 -1.890 0.589 0.0279 0.5532 -0.1449
F -2.882 -0.842 2.468 -0.0389 0.3503 -0.2931
H 4.736 -4.264 1.859 0.0169 -0.2130 -0.0267
H 6.141 -3.208 1.547 0.1078 -0.2743 -0.1628
H 5.433 -3.313 3.153 0.1528 -0.1269 0.1567
H 4.826 -1.247 1.506 0.2624 0.0571 0.0309
H 3.743 -1.889 2.687 -0.2078 0.0751 0.0395
H 3.482 -1.938 -0.270 -0.0900 0.0732 -0.1360
H 3.395 -3.516 0.436 -0.1081 -0.1039 -0.2990
H 1.722 -2.192 2.167 0.1679 0.1251 0.1514
H 1.274 -3.240 0.874 -0.3880 0.1126 -0.2471
H 2.749 0.004 -0.169 -0.2525 -0.2173 -0.4780
H 5.134 1.048 1.238 -0.0630 -0.3120 -0.0569
H 4.132 2.047 0.152 0.0279 -0.1827 -0.1974
H 4.802 2.733 1.596 0.1615 0.0894 -0.0220
H 2.264 1.873 3.864 -0.3229 0.1103 0.0687
H 1.985 3.099 2.609 -0.1055 0.0208 -0.1841
H 3.545 3.022 3.467 0.0172 0.2110 -0.0346
C -2.953 6.410 -0.384 0.0276 0.1371 -0.1694
C -2.424 4.985 -0.499 -0.0750 -0.0776 0.0519
C -1.122 5.073 0.282 0.0847 0.1426 0.0008
O -1.319 6.068 1.295 -0.1029 0.0115 -0.1033
C -2.529 6.787 1.026 -0.0522 -0.1330 0.1324
H -4.028 6.493 -0.538 -0.0093 -0.0374 0.0610
H -2.451 7.052 -1.112 0.0106 -0.0066 0.0127
H -3.111 4.292 -0.006 0.0137 -0.0089 -0.0086
H -2.282 4.650 -1.526 0.0204 0.0198 -0.0034
H -0.296 5.397 -0.360 0.0025 -0.0964 -0.0436
H -0.848 4.129 0.747 0.0391 0.0423 0.0722
H -3.281 6.478 1.761 -0.0686 0.0590 -0.0429
H -2.349 7.857 1.143 0.0704 -0.0168 0.0402
C 2.459 -6.799 4.663 0.0031 0.0032 0.1597
C 1.424 -5.792 4.176 -0.0275 -0.0236 -0.1779
C 2.171 -4.477 4.342 0.0895 0.0185 0.2265
O 3.560 -4.766 4.146 -0.2870 -0.1567 0.1176
C 3.753 -6.185 4.152 0.0539 0.0275 -0.1740
H 2.296 -7.811 4.294 0.0077 0.0088 -0.0232
H 2.463 -6.830 5.755 0.0122 -0.0166 -0.0074
H 1.201 -5.968 3.120 -0.0182 0.0147 0.0107
H 0.487 -5.820 4.730 0.0098 0.0147 0.0152
H 2.044 -4.071 5.351 -0.0839 0.0164 -0.0178
H 1.854 -3.722 3.624 0.0544 0.0408 -0.0145
H 3.967 -6.504 3.125 0.0152 -0.0777 0.0297
H 4.613 -6.431 4.776 0.0296 0.0749 -0.0096
C -2.387 1.142 -4.194 -0.0216 -0.0572 -0.1555
C -0.995 1.745 -4.054 0.0631 0.0388 0.2126
C -1.145 3.055 -4.813 -0.0485 -0.0268 -0.1599
O -2.509 3.460 -4.661 0.0327 -0.0924 0.0324
C -3.269 2.380 -4.111 0.0183 0.0895 0.1571
H -2.624 0.401 -3.432 0.0182 0.0198 0.0225
H -2.493 0.670 -5.174 -0.0249 -0.0031 0.0124
H -0.780 1.944 -3.001 0.0263 -0.0097 -0.0107
H -0.201 1.113 -4.449 -0.0124 -0.0078 -0.0088
H -0.945 2.921 -5.882 0.0698 -0.0090 0.0132
H -0.489 3.841 -4.435 -0.0625 0.0494 0.0050
H -3.509 2.627 -3.070 -0.0433 -0.0727 0.0099
H -4.202 2.274 -4.666 0.0101 0.0782 -0.0333
C 2.430 -3.632 -5.367 0.0978 0.0774 -0.1189
C 3.044 -5.027 -5.423 -0.0982 -0.0891 0.0773
C 4.333 -4.831 -4.637 0.1044 0.1256 -0.0478
O 4.067 -3.815 -3.666 -0.0550 -0.0236 -0.0975
C 2.818 -3.179 -3.968 -0.0365 -0.1294 0.1464
H 1.353 -3.618 -5.532 -0.0039 -0.0061 0.0328
H 2.898 -2.989 -6.115 -0.0183 0.0055 0.0050
H 2.395 -5.740 -4.908 0.0134 -0.0092 -0.0108
H 3.215 -5.392 -6.434 0.0189 0.0157 -0.0012
H 5.144 -4.482 -5.286 -0.0002 -0.0757 -0.0436
H 4.662 -5.739 -4.131 0.0175 0.0380 0.0580
H 2.082 -3.503 -3.228 -0.0681 0.0761 -0.0324
H 2.933 -2.098 -3.890 0.0467 -0.0090 0.0600
C -7.405 3.468 0.874 -0.0207 0.0160 0.1667
C -8.366 4.487 0.274 -0.0103 -0.0388 -0.1637
C -7.593 5.786 0.451 0.0383 0.0656 0.1512
O -6.205 5.447 0.376 -0.1009 -0.0959 0.0229
C -6.056 4.025 0.444 0.0474 0.0090 -0.1759
H -7.571 2.449 0.530 0.0106 0.0078 -0.0242
H -7.485 3.478 1.964 0.0136 -0.0172 -0.0066
H -8.513 4.279 -0.789 -0.0132 0.0156 0.0068
H -9.344 4.507 0.753 0.0127 0.0112 0.0227
H -7.784 6.231 1.433 -0.0752 0.0110 -0.0187
H -7.828 6.525 -0.316 0.0776 0.0169 -0.0078
H -5.775 3.663 -0.551 0.0151 -0.0733 0.0309
H -5.254 3.778 1.141 0.0232 0.0761 0.0008
```
Forces are in eV/Å.

Computed properties:
Orbital gap in eV: 9.0
DFT total energy in eV: -69892.335
Net charge: 0
SMILES string: CCCC[C@](C#N)([C@@H](C#N)N=C(C)C)C(F)(F)C(F)(F)C(F)(F)F.C1CCOC1.C1CCOC1.C1CCOC1.C1CCOC1.C1CCOC1
Molecular weight in g mol⁻¹: 719.8

---

FHN2O2S | ωB97M-V with the def2-TZVPD basis set

```
7
Properties=species:S:1:pos:R:3:forces:R:3
N -0.235 1.005 0.144 0.6569 1.8712 -0.5943
N -0.998 -0.134 0.187 -0.5700 -0.9289 0.3515
O -1.291 -0.673 1.235 -0.0049 0.2170 -0.9494
O -1.235 -0.429 -0.968 -0.8530 -1.0103 0.1022
F 0.198 1.272 1.359 0.1202 0.2310 1.2701
S 1.716 -0.596 -0.350 0.4964 -0.7359 2.0257
H 1.845 -0.445 -1.607 0.1544 0.3558 -2.2057
```
Forces are in eV/Å.

Computed properties:
Orbital gap (spin up / spin down) in eV: 10.6 / 7.1
DFT total energy in eV: -20635.295
Net charge: 0
Multiplicity: 3
Molecular weight in g mol⁻¹: 112.1

---

C5H5N3O | ωB97M-V with the def2-TZVPD basis set

```
14
Properties=species:S:1:pos:R:3:forces:R:3
C 2.129 -0.006 -0.204 0.0606 1.4853 0.7829
C 0.776 0.369 0.322 0.4934 1.3068 1.6442
C -0.207 1.557 -0.010 -2.0137 0.0383 -1.0592
O -0.308 2.724 -0.162 1.5302 0.6634 0.2259
C -1.294 0.533 -0.095 0.5052 -0.4820 -0.4029
N -2.495 0.086 -0.329 -0.8462 0.1706 0.2573
C -2.303 -1.267 -0.200 -0.6841 2.0939 0.1567
N -1.086 -1.604 0.038 3.2364 -2.4973 1.0118
N -0.415 -0.460 0.125 -2.1966 0.2122 -1.3130
H 2.329 -0.106 -1.227 -0.4779 0.0849 -1.6896
H 2.185 -0.949 0.215 0.9656 -2.2167 0.7853
H 2.948 0.615 0.194 -0.6168 -0.1200 0.1644
H 0.824 0.477 1.415 0.7637 -0.1560 -0.0279
H -3.082 -1.970 -0.082 -0.7197 -0.5833 -0.5358
```
Forces are in eV/Å.

Computed properties:
Orbital gap in eV: 10.3
DFT total energy in eV: -11780.916
Net charge: 0
SMILES string: C[C@H]1C(=O)c2ncnn21
Molecular weight in g mol⁻¹: 123.1

---

C6H12N2O | ωB97M-V with the def2-TZVPD basis set

```
21
Properties=species:S:1:pos:R:3:forces:R:3
C -0.436 0.146 -1.134 0.4728 0.1296 0.2980
C 0.815 0.880 -0.762 -0.0028 -0.3178 -0.7442
C 1.186 1.447 0.413 0.0604 -0.1538 0.3650
N 2.335 2.169 0.145 0.6379 -0.4983 -0.2116
C 2.640 1.913 -1.165 0.2027 0.3713 0.3145
N 1.755 1.167 -1.746 -0.2556 0.2320 -0.0592
H -0.248 -0.637 -1.864 0.2992 -0.1343 0.0277
H -1.074 0.862 -1.655 -0.4382 -0.0931 0.3076
H -0.871 -0.297 -0.233 -0.3374 0.3367 -0.3826
H 0.781 1.355 1.408 -0.0854 0.1539 -0.1077
H 3.101 2.322 0.785 -0.3985 0.2917 0.2346
H 3.525 2.363 -1.594 -0.0795 -0.2136 -0.1819
C -1.618 -3.095 0.694 0.5522 0.4621 0.1738
C -2.747 -2.244 1.235 0.1855 0.0256 0.7818
O -2.268 -0.898 1.429 -0.7615 0.0751 -0.3430
H -1.960 -4.005 0.211 -0.0526 -0.0302 -0.0732
H -0.930 -3.358 1.502 -0.1455 -0.1166 -0.0051
H -1.017 -2.485 0.018 -0.1906 -0.2422 -0.3207
H -3.642 -2.266 0.611 0.1173 0.0769 -0.1604
H -3.012 -2.624 2.227 -0.3113 -0.0885 -0.1037
H -3.016 -0.300 1.261 0.5309 -0.2666 0.1902
```
Forces are in eV/Å.

Computed properties:
Orbital gap in eV: 9.4
DFT total energy in eV: -11443.798
Net charge: 0
SMILES string: Cc1c[nH]cn1.CCO
Molecular weight in g mol⁻¹: 128.2

---

Q: Look up the DFT total energy of the second one.
A: -20635.295 eV

---

Q: Look up the molecular weight of the third one.
A: 123.1 g mol⁻¹

---

What did the fourth record say?
C6H12N2O | ωB97M-V with the def2-TZVPD basis set

```
21
Properties=species:S:1:pos:R:3:forces:R:3
C -0.436 0.146 -1.134 0.4728 0.1296 0.2980
C 0.815 0.880 -0.762 -0.0028 -0.3178 -0.7442
C 1.186 1.447 0.413 0.0604 -0.1538 0.3650
N 2.335 2.169 0.145 0.6379 -0.4983 -0.2116
C 2.640 1.913 -1.165 0.2027 0.3713 0.3145
N 1.755 1.167 -1.746 -0.2556 0.2320 -0.0592
H -0.248 -0.637 -1.864 0.2992 -0.1343 0.0277
H -1.074 0.862 -1.655 -0.4382 -0.0931 0.3076
H -0.871 -0.297 -0.233 -0.3374 0.3367 -0.3826
H 0.781 1.355 1.408 -0.0854 0.1539 -0.1077
H 3.101 2.322 0.785 -0.3985 0.2917 0.2346
H 3.525 2.363 -1.594 -0.0795 -0.2136 -0.1819
C -1.618 -3.095 0.694 0.5522 0.4621 0.1738
C -2.747 -2.244 1.235 0.1855 0.0256 0.7818
O -2.268 -0.898 1.429 -0.7615 0.0751 -0.3430
H -1.960 -4.005 0.211 -0.0526 -0.0302 -0.0732
H -0.930 -3.358 1.502 -0.1455 -0.1166 -0.0051
H -1.017 -2.485 0.018 -0.1906 -0.2422 -0.3207
H -3.642 -2.266 0.611 0.1173 0.0769 -0.1604
H -3.012 -2.624 2.227 -0.3113 -0.0885 -0.1037
H -3.016 -0.300 1.261 0.5309 -0.2666 0.1902
```
Forces are in eV/Å.

Computed properties:
Orbital gap in eV: 9.4
DFT total energy in eV: -11443.798
Net charge: 0
SMILES string: Cc1c[nH]cn1.CCO
Molecular weight in g mol⁻¹: 128.2

---

Q: Which formula does entry 4 have?
A: C6H12N2O